Entry 1:
Entry from OMol25: C6H12O2 as an isolated structure (wB97M-V/def2-TZVPD).

Geometry as XYZ:
```
20
C6H12O2, DFT wB97M-V/def2-TZVPD
C -0.880 -0.095 -0.599
C 0.615 0.028 0.785
C 0.251 -0.708 -1.169
C -1.710 0.976 -1.205
C 1.279 -0.989 1.664
C 1.040 1.456 0.983
O -0.816 -0.148 0.759
O -1.525 -1.607 -1.855
H -1.602 -2.385 -1.287
H 0.663 -0.343 -2.097
H 0.638 -1.642 -0.805
H -2.709 0.923 -0.772
H -1.290 1.957 -0.960
H -1.776 0.839 -2.280
H 0.987 -0.830 2.711
H 2.364 -0.904 1.596
H 0.990 -2.006 1.397
H 2.114 1.547 0.818
H 0.537 2.145 0.306
H 0.830 1.786 2.010
```

Properties
- energy relative to the best compared isomer or geometry (same formula, charge and spin) (kcal per mole) = 130.3
- maximum force (eV Å⁻¹) = 2.9
- LUMO (eV) = 0.6
- charge = 0
- frontier orbital gap (eV) = 8.0393
- spin multiplicity = 1
- HOMO energy (eV) = -7.4

=====

Entry 2:
Entry from OMol25: a 2-piece molecular cluster, H4O2 overall (wB97M-V/def2-TZVPD).

Geometry as XYZ:
```
6
H4O2, DFT wB97M-V/def2-TZVPD
O -1.546 -0.342 0.242
H -1.419 -1.144 -0.380
H -1.533 -0.840 1.049
O 1.595 0.401 -0.237
H 0.984 0.826 0.381
H 1.576 0.688 -1.091
```

Properties
- energy relative to the best compared isomer or geometry (same formula, charge and spin) (kcal per mole) = 10.5
- maximum force (eV Å⁻¹) = 4.6
- LUMO (eV) = 0.9
- charge = 0
- frontier orbital gap (eV) = 12.0879
- SMILES = O.O
- spin multiplicity = 1
- HOMO energy (eV) = -11.2

=====

Entry 3:
Entry from OMol25: a 6-piece molecular cluster, C10H22Cl12O8P2 overall (wB97M-V/def2-TZVPD).

Geometry as XYZ:
```
54
C10H22Cl12O8P2, DFT wB97M-V/def2-TZVPD
C 8.240 -14.002 -21.188
O 7.717 -14.994 -20.280
P 6.223 -15.638 -20.540
O 5.988 -16.924 -19.810
O 5.316 -14.347 -20.149
C 5.285 -13.817 -18.845
O 6.147 -15.774 -22.165
C 4.868 -16.110 -22.791
H 9.276 -14.144 -21.496
H 8.229 -13.043 -20.670
H 7.688 -13.822 -22.111
H 6.124 -14.282 -18.328
H 4.388 -14.116 -18.302
H 5.416 -12.735 -18.859
H 4.027 -16.215 -22.106
H 4.981 -16.959 -23.465
H 4.658 -15.284 -23.470
C 6.792 -18.404 -25.549
O 5.944 -19.357 -26.208
P 4.495 -18.854 -26.866
O 3.799 -17.827 -26.058
O 3.689 -20.236 -27.169
C 2.431 -20.289 -27.659
O 4.996 -18.405 -28.381
C 4.096 -17.802 -29.334
H 6.524 -17.347 -25.555
H 7.769 -18.541 -26.012
H 6.837 -18.783 -24.529
H 1.827 -20.997 -27.091
H 2.469 -20.676 -28.677
H 1.891 -19.346 -27.582
H 3.875 -18.598 -30.044
H 4.381 -16.827 -29.730
H 3.154 -17.589 -28.827
C 1.139 -16.925 -24.639
Cl 1.514 -17.614 -23.061
Cl 1.934 -15.317 -24.752
Cl -0.562 -16.713 -24.657
H 1.439 -17.565 -25.469
C 4.125 -14.736 -27.171
Cl 2.616 -14.767 -28.101
Cl 4.398 -13.143 -26.444
Cl 5.599 -15.049 -28.129
H 4.068 -15.374 -26.289
C 2.245 -12.622 -31.046
Cl 1.133 -12.492 -32.486
Cl 3.066 -11.080 -30.747
Cl 3.512 -13.887 -31.354
H 1.734 -12.849 -30.111
C 7.825 -16.510 -30.502
Cl 7.478 -18.067 -31.244
Cl 6.898 -15.181 -31.290
Cl 9.541 -16.072 -30.586
H 7.499 -16.546 -29.463
```

Properties
- maximum force (eV Å⁻¹) = 4.6
- LUMO (alpha / beta) (eV) = 2.3 / 2.3
- charge = -1
- frontier orbital gap (alpha / beta) (eV) = 2.4785 / 9.4574
- spin multiplicity = 2
- HOMO energy (alpha / beta) (eV) = -0.2 / -7.2

=====

Entry 4:
Entry from OMol25: C48H31BrClF4N2O6PS2Sr as an isolated structure (wB97M-V/def2-TZVPD).

Geometry as XYZ:
```
97
C48H31BrClF4N2O6PS2Sr, DFT wB97M-V/def2-TZVPD
Sr -0.397 0.585 -1.473
Cl 6.447 0.434 -5.250
C 5.034 0.335 -4.195
C 4.535 -0.918 -3.813
C 3.455 -1.005 -2.972
C 2.776 0.155 -2.474
O 1.814 0.067 -1.643
C 3.283 1.414 -2.925
C 2.677 2.686 -2.546
N 1.521 2.860 -2.037
C 1.095 4.191 -1.834
C 1.335 5.198 -2.732
C 0.878 6.518 -2.499
C 0.166 6.815 -1.377
C -0.149 5.788 -0.453
C -0.962 6.016 0.682
C -1.283 4.978 1.493
C -0.765 3.697 1.192
N 0.017 3.447 0.179
C 0.319 4.474 -0.664
C 4.421 1.476 -3.745
H 5.013 -1.818 -4.187
H 3.083 -1.975 -2.659
H 3.312 3.564 -2.730
H 1.848 4.963 -3.657
H 1.087 7.289 -3.232
H -0.201 7.821 -1.196
H -1.338 7.016 0.870
H -1.936 5.101 2.349
H -1.032 2.853 1.812
H 4.809 2.448 -4.037
F 4.551 -3.860 3.412
C 3.500 -3.067 3.181
C 2.305 -3.292 3.820
F 2.218 -4.297 4.699
C 1.220 -2.468 3.570
F 0.150 -2.744 4.327
C 1.250 -1.411 2.669
P -0.285 -0.425 1.853
C -1.550 -1.739 2.182
C -1.693 -2.704 1.192
C -2.648 -3.715 1.296
C -3.478 -3.767 2.404
C -3.339 -2.810 3.405
C -2.390 -1.810 3.290
C -0.496 0.786 3.247
C -1.769 1.269 3.576
C -1.934 2.232 4.569
C -0.835 2.758 5.234
C 0.437 2.308 4.894
C 0.601 1.330 3.918
C 2.512 -1.182 2.098
Br 2.845 0.325 1.013
C 3.607 -1.990 2.334
F 4.799 -1.761 1.767
H -1.083 -2.659 0.304
H -2.742 -4.443 0.498
H -4.237 -4.538 2.485
H -3.984 -2.837 4.277
H -2.301 -1.081 4.086
H -2.631 0.902 3.024
H -2.935 2.577 4.812
H -0.963 3.509 6.005
H 1.310 2.721 5.385
H 1.605 1.003 3.681
O -3.820 0.232 1.468
C -3.132 0.470 0.472
O -1.837 0.624 0.511
C -3.882 0.602 -0.850
C -4.967 -0.274 -0.990
C -5.858 -0.177 -2.039
C -5.697 0.863 -2.961
C -4.626 1.730 -2.848
C -3.652 1.596 -1.827
S -2.298 2.727 -1.856
H -5.098 -1.037 -0.232
H -6.673 -0.887 -2.134
H -6.411 0.992 -3.770
H -4.485 2.529 -3.566
C 2.931 -5.949 -0.696
C 2.040 -4.878 -1.278
C 1.370 -5.067 -2.481
C 0.512 -4.094 -2.987
C 0.326 -2.905 -2.293
C 1.010 -2.698 -1.086
C 1.853 -3.677 -0.594
S -0.887 -1.738 -2.914
O -1.621 -1.326 -1.704
O -1.658 -2.485 -3.871
O -0.177 -0.583 -3.478
H 3.028 -6.795 -1.378
H 2.523 -6.319 0.248
H 3.931 -5.559 -0.487
H 1.509 -5.994 -3.030
H -0.031 -4.250 -3.911
H 0.917 -1.763 -0.533
H 2.383 -3.499 0.340
```

Properties
- energy relative to the best compared isomer or geometry (same formula, charge and spin) (kcal per mole) = 32.4
- maximum force (eV Å⁻¹) = 4.3
- LUMO (eV) = 3.9
- charge = -2
- frontier orbital gap (eV) = 5.7269
- spin multiplicity = 1
- HOMO energy (eV) = -1.8

=====

Entry 5:
Entry from OMol25: one molecule with the formula C11H10 (wB97M-V/def2-TZVPD).

Geometry as XYZ:
```
21
C11H10, DFT wB97M-V/def2-TZVPD
C -3.661 -0.731 0.436
C -2.644 -0.473 -0.702
C -1.379 -0.357 -0.474
C -0.047 -0.411 -0.371
C 0.919 -1.583 -0.445
C 2.142 -1.180 -0.008
C 3.646 -0.958 0.100
C 3.520 0.383 0.351
C 2.012 0.310 0.267
C 0.820 0.784 -0.015
C 0.191 2.188 0.063
H -3.055 -1.068 1.349
H -4.424 -1.295 -0.079
H -4.206 0.203 0.696
H -2.901 -0.340 -1.705
H 0.600 -2.600 -0.638
H 4.514 -1.626 0.245
H 3.980 1.251 0.808
H 0.878 2.869 0.528
H -0.750 2.164 0.516
H -0.156 2.470 -0.923
```

Properties
- energy relative to the best compared isomer or geometry (same formula, charge and spin) (kcal per mole) = 143.7
- maximum force (eV Å⁻¹) = 2.9
- LUMO (eV) = 0.6
- charge = 0
- frontier orbital gap (eV) = 8.5095
- SMILES = CC=C=C1C=C2C=CC2=C1C
- spin multiplicity = 1
- HOMO energy (eV) = -7.9

=====

Entry 6:
Entry from OMol25: one molecule with the formula C6H7NO3 (wB97M-V/def2-TZVPD).

Geometry as XYZ:
```
17
C6H7NO3, DFT wB97M-V/def2-TZVPD
O -2.872 0.562 1.039
N -2.505 -0.260 0.259
O -3.089 -1.279 -0.061
C -1.153 0.024 -0.279
C -0.358 -1.237 -0.572
C 0.953 -1.327 -0.242
C 1.704 -0.159 0.421
C 1.126 1.162 0.035
C -0.328 1.234 0.092
O -0.900 1.091 -1.180
H -0.823 -2.063 -1.048
H 1.546 -2.282 -0.377
H 1.742 -0.469 1.475
H 2.786 -0.207 0.067
H 1.625 1.990 0.579
H 1.255 1.246 -0.982
H -0.710 1.972 0.775
```

Properties
- energy relative to the best compared isomer or geometry (same formula, charge and spin) (kcal per mole) = 116.9
- maximum force (eV Å⁻¹) = 3.7
- LUMO (eV) = 0.0
- charge = 0
- frontier orbital gap (eV) = 9.8851
- SMILES = O=[N+]([O-])[C@]12C=CCC[C@H]1O2
- spin multiplicity = 1
- HOMO energy (eV) = -9.9

=====

Entry 7:
Entry from OMol25: one molecule with the formula C5H14N2S (wB97M-V/def2-TZVPD).

Geometry as XYZ:
```
22
C5H14N2S, DFT wB97M-V/def2-TZVPD
C 0.495 -0.565 2.538
C 0.986 -0.788 1.110
N 1.521 -2.124 0.804
C -0.072 -0.414 0.106
N -0.189 1.048 0.037
C -1.299 1.523 -0.778
C -1.209 1.191 -2.285
S 0.445 1.364 -3.019
H -0.464 -1.056 2.715
H 0.425 0.504 2.698
H 1.244 -0.927 3.253
H 1.843 -0.134 0.946
H 0.798 -2.763 0.494
H 1.971 -2.553 1.614
H 0.120 -0.782 -0.903
H -1.062 -0.776 0.403
H 0.688 1.466 -0.240
H -1.328 2.600 -0.636
H -2.192 1.034 -0.388
H -1.638 0.202 -2.466
H -1.820 1.884 -2.875
H 0.738 0.063 -3.128
```

Properties
- energy relative to the best compared isomer or geometry (same formula, charge and spin) (kcal per mole) = 3.0
- maximum force (eV Å⁻¹) = 1.5
- LUMO (eV) = 0.9
- charge = 0
- frontier orbital gap (eV) = 9.6380
- SMILES = C[C@@H](N)CNCCS
- spin multiplicity = 1
- HOMO energy (eV) = -8.7

=====

Entry 8:
Entry from OMol25: a 2-piece molecular cluster, C2H6OS2 overall (wB97M-V/def2-TZVPD).

Geometry as XYZ:
```
11
C2H6OS2, DFT wB97M-V/def2-TZVPD
C -1.278 0.870 0.754
C -2.223 0.341 -0.037
O -2.288 -1.011 -0.174
H -1.310 1.936 0.784
H -0.414 0.351 1.020
H -2.860 0.858 -0.777
H -2.330 -1.453 0.624
S 2.818 -1.063 -1.494
S 3.522 -0.828 0.445
H 1.916 -0.120 -1.386
H 4.447 0.119 0.241
```

Properties
- energy relative to the best compared isomer or geometry (same formula, charge and spin) (kcal per mole) = 23.4
- maximum force (eV Å⁻¹) = 3.4
- LUMO (eV) = 0.3
- charge = 0
- frontier orbital gap (eV) = 9.6261
- SMILES = C=CO.SS
- spin multiplicity = 1
- HOMO energy (eV) = -9.3

=====

Entry 9:
Entry from OMol25: a 2-piece molecular cluster, C4H5N3 overall (wB97M-V/def2-TZVPD).

Geometry as XYZ:
```
12
C4H5N3, DFT wB97M-V/def2-TZVPD
N -2.310 0.490 0.023
C -1.049 0.079 -0.011
C -0.114 1.152 -0.072
N 1.166 0.848 -0.105
C 2.292 0.524 -0.271
N 1.972 -2.813 0.048
C 0.923 -2.326 0.029
H -2.602 1.466 -0.008
H -3.060 -0.182 0.071
H -0.339 2.221 -0.078
H 3.132 0.281 0.361
H -0.012 -1.741 0.013
```

Properties
- energy relative to the best compared isomer or geometry (same formula, charge and spin) (kcal per mole) = 119.7
- maximum force (eV Å⁻¹) = 1.1
- LUMO (alpha / beta) (eV) = 0.1 / 0.1
- charge = 0
- frontier orbital gap (alpha / beta) (eV) = 8.6129 / 8.6123
- spin multiplicity = 1
- HOMO energy (alpha / beta) (eV) = -8.5 / -8.5

=====

Entry 10:
Entry from OMol25: a 18-piece molecular cluster, C54H156N12O18 overall (wB97M-V/def2-TZVPD).

Geometry as XYZ:
```
240
C54H156N12O18, DFT wB97M-V/def2-TZVPD
C 7.194 -0.817 -2.571
O 6.227 -0.930 -1.593
H 8.118 -0.733 -1.999
H 7.167 -1.590 -3.339
H 7.043 0.080 -3.172
H 5.593 -0.308 -1.957
C -3.210 -1.431 -3.939
O -3.249 -2.036 -5.176
H -2.221 -1.438 -3.480
H -3.552 -0.404 -4.069
H -3.955 -1.848 -3.262
H -3.118 -2.953 -4.923
C 3.196 1.744 5.969
O 2.088 0.995 6.444
H 3.089 2.826 6.035
H 4.041 1.455 6.594
H 3.533 1.472 4.968
H 1.435 1.009 5.741
C -0.842 2.766 4.599
O 0.137 1.814 4.353
H -0.508 3.657 5.130
H -1.200 3.168 3.651
H -1.676 2.299 5.123
H 0.125 1.639 3.409
C -3.443 1.463 -0.874
O -2.256 0.779 -1.328
H -3.714 1.114 0.122
H -3.359 2.531 -0.672
H -4.209 1.065 -1.539
H -1.727 1.298 -1.938
C 0.321 -0.042 0.639
O -0.170 0.492 1.810
H 1.396 -0.192 0.729
H -0.285 -0.943 0.542
H 0.070 0.634 -0.179
H -0.955 -0.015 2.029
C 0.823 2.873 -4.138
C -0.405 3.754 -3.699
C -0.538 5.057 -4.572
O -1.861 5.551 -4.530
C -2.090 6.438 -5.611
N -1.509 2.859 -3.834
H 1.789 3.327 -3.916
H 0.625 2.746 -5.203
H 0.889 1.868 -3.721
H -0.445 3.791 -2.610
H -0.195 4.837 -5.583
H 0.182 5.840 -4.334
H -3.012 7.007 -5.493
H -2.376 5.753 -6.409
H -1.255 7.112 -5.798
H -2.356 3.326 -3.542
H -1.647 2.737 -4.828
C -0.581 -4.990 -3.638
C -1.460 -5.065 -4.938
C -1.599 -6.427 -5.557
O -0.402 -6.740 -6.303
C -0.355 -7.946 -6.864
N -2.791 -4.536 -4.503
H 0.493 -5.150 -3.734
H -0.960 -5.859 -3.102
H -0.660 -4.007 -3.174
H -0.914 -4.334 -5.536
H -2.397 -6.243 -6.276
H -1.805 -7.109 -4.733
H 0.669 -8.309 -6.955
H -0.860 -7.860 -7.826
H -0.776 -8.712 -6.213
H -3.454 -5.068 -5.048
H -3.035 -4.959 -3.619
C -10.333 1.539 1.825
C -9.428 2.488 2.641
C -7.996 2.088 2.918
O -7.222 1.956 1.760
C -6.323 0.898 1.628
N -9.631 3.764 1.908
H -9.793 1.500 0.879
H -11.273 2.007 1.531
H -10.421 0.511 2.176
H -9.983 2.397 3.574
H -8.014 1.144 3.462
H -7.562 2.840 3.577
H -5.492 1.061 2.315
H -6.002 0.861 0.587
H -6.793 -0.071 1.795
H -8.777 3.731 1.369
H -9.523 4.518 2.570
C 6.863 1.095 1.424
C 5.862 1.400 2.574
C 5.129 2.735 2.361
O 5.989 3.880 2.317
C 5.333 5.086 1.900
N 4.960 0.255 2.453
H 7.684 1.812 1.451
H 6.469 0.903 0.426
H 7.272 0.148 1.775
H 6.373 1.306 3.531
H 4.385 2.812 3.154
H 4.435 2.601 1.532
H 6.049 5.889 1.720
H 4.839 5.483 2.787
H 4.603 4.909 1.111
H 4.276 0.318 1.712
H 5.424 -0.637 2.365
C 3.823 -3.161 -0.786
C 5.029 -3.998 -0.484
C 5.752 -4.460 -1.759
O 6.789 -5.370 -1.385
C 7.722 -5.764 -2.395
N 5.980 -3.307 0.330
H 3.520 -2.599 0.098
H 3.085 -3.940 -0.978
H 3.976 -2.567 -1.688
H 4.779 -4.888 0.095
H 6.174 -3.540 -2.164
H 5.120 -4.862 -2.551
H 8.033 -4.832 -2.868
H 7.244 -6.357 -3.175
H 8.510 -6.335 -1.905
H 6.124 -2.417 -0.125
H 6.882 -3.762 0.339
C 1.438 8.518 0.250
C 0.730 7.466 0.983
C 1.233 6.151 0.462
O 0.673 5.054 1.270
C 1.282 3.783 0.846
N 1.135 7.683 2.328
H 2.483 8.549 0.559
H 0.963 9.451 0.552
H 1.289 8.404 -0.824
H -0.357 7.488 0.900
H 2.315 6.260 0.382
H 0.791 6.037 -0.527
H 0.713 3.106 0.208
H 1.411 3.221 1.771
H 2.335 3.779 0.564
H 0.483 8.291 2.803
H 1.071 6.759 2.732
C 1.468 -3.971 3.221
C 1.553 -5.499 3.486
C 1.448 -6.404 2.174
O 2.239 -5.945 1.106
C 2.201 -6.837 -0.050
N 2.786 -5.721 4.142
H 1.565 -3.352 4.112
H 0.573 -3.830 2.615
H 2.275 -3.680 2.549
H 0.776 -5.704 4.223
H 0.408 -6.228 1.900
H 1.581 -7.441 2.483
H 2.218 -7.841 0.373
H 3.022 -6.726 -0.758
H 1.345 -6.708 -0.713
H 3.528 -5.592 3.469
H 2.980 -4.895 4.690
C -1.654 -4.348 -0.110
C -2.637 -3.418 -0.802
C -3.983 -4.135 -1.067
O -3.966 -5.274 -1.824
C -5.239 -5.651 -2.248
N -2.855 -2.105 -0.093
H -0.645 -3.935 -0.110
H -1.477 -5.289 -0.631
H -1.978 -4.603 0.899
H -2.229 -3.171 -1.782
H -4.592 -3.486 -1.697
H -4.588 -4.114 -0.160
H -5.765 -4.827 -2.731
H -5.885 -6.028 -1.455
H -5.148 -6.498 -2.927
H -2.318 -1.380 -0.546
H -3.651 -1.592 -0.441
C 0.735 -0.217 -7.774
C 0.317 -1.459 -6.844
C 0.842 -1.253 -5.328
O 2.175 -1.343 -4.997
C 2.521 -1.174 -3.646
N -1.090 -1.815 -7.143
H 1.737 -0.255 -8.201
H 0.907 0.647 -7.132
H -0.004 -0.057 -8.558
H 0.792 -2.373 -7.200
H 0.420 -2.103 -4.790
H 0.406 -0.329 -4.950
H 3.606 -1.099 -3.565
H 2.209 -2.076 -3.119
H 2.093 -0.335 -3.097
H -1.205 -2.746 -6.769
H -1.673 -1.328 -6.478
C -5.066 1.813 5.806
C -4.966 2.652 7.146
C -3.812 2.198 8.043
O -4.105 0.838 8.427
C -2.999 -0.002 8.980
N -4.833 4.070 6.748
H -5.712 2.304 5.078
H -5.452 0.814 6.012
H -4.030 1.762 5.472
H -5.943 2.515 7.609
H -3.687 2.908 8.860
H -2.930 2.445 7.452
H -2.651 0.478 9.895
H -2.135 -0.009 8.315
H -3.488 -0.946 9.219
H -4.658 4.552 7.618
H -4.004 4.310 6.223
C 2.870 6.734 -2.731
C 3.895 5.678 -3.217
C 4.034 4.534 -2.214
O 5.064 3.556 -2.492
C 5.234 2.546 -1.579
N 3.538 5.234 -4.535
H 3.370 7.158 -1.860
H 1.868 6.359 -2.524
H 2.609 7.508 -3.453
H 4.871 6.163 -3.207
H 3.160 3.896 -2.085
H 4.290 4.938 -1.235
H 5.837 1.681 -1.855
H 4.304 2.052 -1.296
H 5.583 2.876 -0.601
H 3.698 6.042 -5.119
H 4.282 4.626 -4.847
C -4.054 -2.270 3.340
C -2.899 -1.274 3.564
C -2.363 -1.253 5.059
O -1.372 -2.124 5.349
C -0.398 -2.004 6.429
N -1.886 -1.626 2.503
H -4.938 -1.966 3.902
H -3.805 -3.283 3.657
H -4.285 -2.390 2.281
H -3.233 -0.254 3.376
H -3.099 -1.475 5.831
H -2.092 -0.229 5.314
H 0.115 -1.042 6.439
H 0.207 -2.862 6.721
H -0.948 -1.742 7.333
H -2.357 -1.612 1.610
H -1.542 -2.575 2.534
```

Properties
- energy relative to the best compared isomer or geometry (same formula, charge and spin) (kcal per mole) = 17.1
- maximum force (eV Å⁻¹) = 5.0
- LUMO (eV) = 0.4
- charge = 0
- frontier orbital gap (eV) = 8.9356
- spin multiplicity = 1
- HOMO energy (eV) = -8.6